P) 3 unconnected molecules or ions with the total composition C5H16O2. Source: the Open Molecules 2025 dataset; level of theory: ωB97M-V/def2-TZVPD.

## Properties
E_LUMO   0.82 eV
Frontier orbital gap   11.60 eV
HOMO level   -10.783 eV
Structure (SMILES)   CCCCC.O.O

CARTESIAN COORDINATES (ANGSTROEM)
C  -3.0673  0.9430  0.3266
C  -1.7286  0.8797  -0.4463
C  -0.5778  0.3309  0.4161
C  0.7157  1.1461  0.4028
C  1.7183  0.6117  1.4823
H  -3.8027  0.3882  -0.2684
H  -3.3756  1.9550  0.5814
H  -3.1279  0.4310  1.2906
H  -1.5420  1.8443  -0.9188
H  -1.9504  0.2239  -1.2854
H  -0.8691  0.1878  1.4653
H  -0.4173  -0.7141  0.1347
H  1.2553  1.0481  -0.5308
H  0.4754  2.1543  0.7491
H  2.7302  0.8283  1.1496
H  1.6276  1.1571  2.4180
H  1.5122  -0.4493  1.6267
O  -1.1839  -6.7373  -0.2605
H  -0.5244  -6.0775  -0.4341
H  -1.2661  -6.9769  -1.1730
O  3.6035  3.3365  -1.6848
H  4.3800  3.9122  -1.5517
H  3.0530  3.6016  -0.9404

Results of the natural (NBO) charge analysis, in e, for atoms 1 through 8: -0.61 -0.41 -0.40 -0.40 -0.61 0.21 0.21 0.20

=====

Q) 3 unconnected molecules or ions with the total composition C5H16O2. Source: the Open Molecules 2025 dataset; level of theory: ωB97M-V/def2-TZVPD.

## Properties
E_LUMO   0.73 eV
Frontier orbital gap   11.44 eV
HOMO level   -10.714 eV
Structure (SMILES)   CCC(C)C.O.O

CARTESIAN COORDINATES (ANGSTROEM)
C  -0.0270  2.1897  -0.9176
C  -0.5110  0.7025  -1.2626
C  0.5948  -0.1813  -1.8058
C  0.1375  -1.4964  -2.2845
C  1.5616  -0.3476  -0.6186
H  -0.5622  2.8283  -1.5806
H  -0.4078  2.3870  0.0606
H  0.9543  2.4129  -0.9415
H  -0.7433  0.1804  -0.1803
H  -1.4015  0.7811  -1.9595
H  1.1089  0.2437  -2.7808
H  1.0405  -2.2118  -2.2445
H  -0.2542  -1.5240  -3.2565
H  -0.7683  -1.8504  -1.8830
H  1.7078  0.6450  -0.2501
H  2.4647  -0.6197  -1.1233
H  1.2099  -1.1563  0.0979
O  -1.0152  0.9455  3.5214
H  -0.1197  1.2119  3.3139
H  -1.2908  1.2203  4.3591
O  -1.1800  -1.8815  4.2584
H  -0.8153  -2.7752  4.0525
H  -1.6839  -1.7039  3.4255

Results of the natural (NBO) charge analysis, in e, for atoms 1 through 8: -0.62 -0.38 -0.23 -0.62 -0.62 0.21 0.21 0.20

=====

What should be chosen as the most stable of them? Choose P).

=====

P) A gas-phase ion, H3NOP (charge -1). Source: the Open Molecules 2025 dataset; level of theory: ωB97M-V/def2-TZVPD.

## Properties
E_LUMO   5.19 eV
Frontier orbital gap   7.37 eV
HOMO level   -2.182 eV
Total charge   -1

CARTESIAN COORDINATES (ANGSTROEM)
N  1.1410  0.3984  -0.4610
O  -0.0685  -0.3718  -0.8639
P  -0.4546  -0.3058  0.6605
H  1.9398  -0.2414  -0.5874
H  -1.9819  -0.4632  0.5234
H  -0.5758  0.9837  0.7285

Want to see where the charge sits? The natural (NBO) charges in e are: -0.79 -0.79 0.69 0.27 -0.25 -0.13

=====

Q) 2 unconnected molecules or ions with the total composition H3NOP. Source: the Open Molecules 2025 dataset; level of theory: ωB97M-V/def2-TZVPD.

## Properties
E_LUMO (spin up / spin down)   5.07 / 5.09 eV
Frontier orbital gap (spin up / spin down)   7.10 / 7.01 eV
HOMO level (spin up / spin down)   -2.037 / -1.921 eV
Total charge   -1

CARTESIAN COORDINATES (ANGSTROEM)
N  0.6983  -0.2747  0.0865
O  1.8177  0.3383  -0.0744
P  -0.6561  0.7504  -0.1351
H  0.4093  -1.4730  -1.2485
H  -0.7055  1.0145  1.1509
H  -1.5636  -0.3555  0.2206

Want to see where the charge sits? The natural (NBO) charges in e are: -0.39 -0.60 0.41 -0.24 -0.11 -0.07

=====

What should be chosen as the most stable of them? Choose P).

=====

P) C9H15B in the gas phase. Source: the Open Molecules 2025 dataset; level of theory: ωB97M-V/def2-TZVPD.

## Properties
E_LUMO (spin up / spin down)   -0.78 / -0.75 eV
Frontier orbital gap (spin up / spin down)   6.93 / 6.92 eV
HOMO level (spin up / spin down)   -7.714 / -7.670 eV

CARTESIAN COORDINATES (ANGSTROEM)
B  -1.2430  1.0988  -0.0676
C  -0.0731  1.8034  -0.1339
C  -2.5611  0.6141  -0.0216
C  -3.8827  0.5478  0.5415
C  -3.5913  -0.4004  -0.4886
C  -3.2299  -1.8490  -0.4082
C  2.6294  -1.1942  0.4369
C  1.2220  2.2828  -0.4491
C  2.1024  0.2016  0.7141
C  2.1710  0.9581  -0.5162
H  -3.6625  0.0874  1.5503
H  -4.6066  1.2718  0.3373
H  -4.1565  -0.1822  -1.3045
H  -3.8656  -2.3721  0.3470
H  -2.2026  -1.8119  -0.0480
H  -3.2665  -2.2944  -1.3827
H  2.1354  -1.6540  -0.4157
H  2.2329  -1.8035  1.2092
H  3.6557  -1.3787  0.3818
H  1.7368  3.0858  0.1845
H  1.3377  2.7502  -1.3676
H  1.1421  0.0906  1.0928
H  2.8176  0.6445  1.4524
H  1.8795  0.4453  -1.3612
H  3.1673  1.3572  -0.9125

Results of the Mulliken charge analysis, in e, for atoms 1 through 8: -0.38 0.07 0.15 -0.51 -0.14 -1.17 -1.50 -0.62

=====

Q) C9H15B in the gas phase. Source: the Open Molecules 2025 dataset; level of theory: ωB97M-V/def2-TZVPD.

## Properties
E_LUMO   0.67 eV
Frontier orbital gap   8.81 eV
HOMO level   -8.145 eV
Structure (SMILES)   CCB(CC)C1C=CC=C1

CARTESIAN COORDINATES (ANGSTROEM)
C  -0.4235  0.8359  -2.6252
C  -0.1105  1.5076  -1.2726
B  0.4558  0.3613  -0.2373
C  1.7911  -0.3734  -0.3051
C  2.9468  0.6038  0.1552
C  -0.5440  -0.3092  0.9599
C  -1.9103  0.2879  1.2088
C  -2.7565  -0.6834  1.6714
C  -2.0392  -1.9494  1.8870
C  -0.8280  -1.7472  1.2976
H  -0.7963  1.5248  -3.5076
H  0.3872  0.1756  -2.9834
H  -1.3575  0.2004  -2.4704
H  0.7161  2.2265  -1.3876
H  -1.0148  1.9703  -0.7278
H  2.1357  -0.6757  -1.2622
H  1.8508  -1.2781  0.3310
H  2.8627  1.5940  -0.0571
H  3.1174  0.4269  1.2350
H  3.8468  0.2838  -0.2990
H  0.1368  -0.1045  1.8324
H  -2.1806  1.2153  0.9191
H  -3.7127  -0.6783  2.0775
H  -2.4630  -2.8329  2.3886
H  -0.1101  -2.5821  1.1717

Results of the natural (NBO) charge analysis, in e, for atoms 1 through 8: -0.61 -0.78 1.02 -0.84 -0.58 -0.66 -0.18 -0.23

=====

What should be chosen as the most stable of them? Choose Q).

=====

P) A gas-phase ion, CHN4O2 (charge -1). Source: the Open Molecules 2025 dataset; level of theory: ωB97M-V/def2-TZVPD.

## Properties
E_LUMO   4.14 eV
Frontier orbital gap   7.93 eV
HOMO level   -3.794 eV
Structure (SMILES)   [H]/N=N\N=N/C(=O)[O-]
Total charge   -1

CARTESIAN COORDINATES (ANGSTROEM)
H  -2.7886  -0.4159  -0.1753
N  -2.4512  0.3824  -0.5832
N  -1.2234  0.5184  -0.2572
N  -0.3510  0.5481  0.6141
N  0.8175  0.4573  0.8486
C  1.8442  -0.3682  0.0201
O  2.0624  0.2988  -1.0008
O  2.0901  -1.4209  0.5336

Want to see where the charge sits? The natural (NBO) charges in e are: 0.28 -0.55 0.02 0.11 -0.29 0.86 -0.72 -0.70

=====

Q) A gas-phase ion, CHN4O2 (charge -1). Source: the Open Molecules 2025 dataset; level of theory: ωB97M-V/def2-TZVPD.

## Properties
E_LUMO   4.49 eV
Frontier orbital gap   9.67 eV
HOMO level   -5.174 eV
Structure (SMILES)   O=C([O-])n1nn[nH]1
Total charge   -1

CARTESIAN COORDINATES (ANGSTROEM)
O  2.3480  0.1094  -0.1527
C  1.2362  0.5886  -0.0509
O  0.8187  1.7371  -0.0595
N  0.1111  -0.3420  0.3116
N  -0.2660  -1.6373  -0.1191
N  -1.5474  -1.2807  -0.1901
N  -1.2936  -0.0244  0.3398
H  -1.4070  0.8493  -0.0791

Want to see where the charge sits? The natural (NBO) charges in e are: -0.72 0.87 -0.76 -0.21 -0.09 -0.17 -0.31 0.38

=====

What should be chosen as the most stable of them? Choose Q).

=====

P) A gas-phase ion, C5H14N (charge +1). Source: the Open Molecules 2025 dataset; level of theory: ωB97M-V/def2-TZVPD.

## Properties
E_LUMO   -3.54 eV
Frontier orbital gap   11.58 eV
HOMO level   -15.126 eV
Structure (SMILES)   CCC[C@@H](C)[NH3+]
Total charge   +1

CARTESIAN COORDINATES (ANGSTROEM)
C  -0.7409  2.3157  -0.7508
C  0.4644  1.3598  -0.9504
C  0.0228  -0.1119  -0.8117
C  -0.1247  -0.5345  0.6276
C  -0.9214  -1.9348  0.5611
N  1.2795  -0.9674  1.1545
H  -0.2638  3.2854  -0.8292
H  -1.1522  2.2183  0.2523
H  -1.5586  2.0137  -1.3848
H  0.9067  1.4732  -1.9443
H  1.3220  1.4872  -0.2736
H  -0.9853  -0.1820  -1.2400
H  0.6957  -0.7863  -1.3539
H  -0.5216  0.0782  1.4324
H  -0.4810  -2.5275  1.3596
H  -1.9432  -1.6234  0.7845
H  -0.8917  -2.4348  -0.3976
H  1.9488  -0.2005  1.0417
H  1.2546  -1.2198  2.1365
H  1.6897  -1.7083  0.5861

Results of the natural (NBO) charge analysis, in e, for atoms 1 through 8: -0.61 -0.39 -0.44 -0.02 -0.61 -0.69 0.24 0.20

=====

Q) A molecular structure, C5H14N. Source: the Open Molecules 2025 dataset; level of theory: ωB97M-V/def2-TZVPD.

## Properties
E_LUMO   -7.34 eV
Frontier orbital gap   7.57 eV
HOMO level   -14.917 eV
Total charge   +1

CARTESIAN COORDINATES (ANGSTROEM)
C  0.2324  -3.0040  -0.2311
C  -0.0535  0.1672  0.9840
C  0.4067  1.3414  0.1891
C  0.5070  1.1355  -1.3349
C  -0.3457  2.6125  0.6405
N  -0.6810  -1.8635  -0.2741
H  0.7059  -3.1689  0.7386
H  -0.3778  -3.8748  -0.4797
H  -1.0144  0.2657  1.4790
H  -0.3305  -1.0655  0.2856
H  1.4230  1.4757  0.5690
H  0.7366  2.0167  -1.9099
H  -0.3949  0.6613  -1.7208
H  1.2927  0.3888  -1.4867
H  -0.9450  2.4360  1.5386
H  0.4127  3.3215  0.9796
H  -0.9173  3.1319  -0.1163
H  0.7113  -0.1841  1.6799
H  -1.5549  -2.1571  0.1631
H  0.9896  -2.8770  -0.9895

Results of the natural (NBO) charge analysis, in e, for atoms 1 through 8: -0.44 0.04 -0.32 -0.58 -0.59 -0.56 0.21 0.25

=====

What should be chosen as the most stable of them? Choose P).

=====

P) C5H7NO3 in the gas phase. Source: the Open Molecules 2025 dataset; level of theory: ωB97M-V/def2-TZVPD.

## Properties
E_LUMO   0.70 eV
Frontier orbital gap   10.58 eV
HOMO level   -9.881 eV
Structure (SMILES)   CC1(C)C(=O)NOC1=O

CARTESIAN COORDINATES (ANGSTROEM)
C  1.5546  0.1136  -0.5989
C  0.1934  0.0543  0.1054
C  -0.0122  1.2334  1.0594
C  -0.9480  -0.0465  -0.9573
O  -1.1108  0.7696  -1.8377
N  -1.9314  -0.8752  -0.4568
O  -0.9769  -1.9204  -0.2570
C  0.0192  -1.2481  0.7934
O  0.4896  -1.8701  1.6646
H  1.5713  1.0148  -1.2085
H  2.3584  0.1267  0.1342
H  1.6940  -0.7372  -1.2637
H  -0.0114  2.1453  0.4654
H  0.7828  1.2574  1.8022
H  -0.9627  1.1580  1.5847
H  -2.7101  -1.1756  -1.0293

Results of the natural (NBO) charge analysis, in e, for atoms 1 through 8: -0.59 -0.27 -0.59 0.70 -0.55 -0.39 -0.46 0.85

=====

Q) A molecular structure, C5H7NO3. Source: the Open Molecules 2025 dataset; level of theory: ωB97M-V/def2-TZVPD.

## Properties
E_LUMO   -0.17 eV
Frontier orbital gap   7.77 eV
HOMO level   -7.935 eV

CARTESIAN COORDINATES (ANGSTROEM)
C  0.1794  0.0238  0.3399
C  0.6168  -1.4032  0.5451
C  0.2282  0.8745  1.5809
C  0.1646  0.4209  -1.6112
O  1.0594  0.6829  -0.7203
O  0.5215  -0.2766  -2.6662
C  -1.6427  0.5841  -0.3278
O  -1.1012  0.8974  -1.6695
N  -2.6550  0.6194  0.2617
H  -0.2316  -0.3422  -3.2766
H  0.7062  -1.9608  -0.3885
H  0.0132  1.9208  1.3662
H  1.5840  -1.4591  1.0606
H  -0.1243  -1.9085  1.1687
H  -0.5322  0.5205  2.2796
H  1.2138  0.8061  2.0572

Results of the natural (NBO) charge analysis, in e, for atoms 1 through 8: 0.08 -0.66 -0.65 1.07 -0.47 -0.60 0.40 -0.52

=====

What should be chosen as the most stable of them? Choose P).